[1]
# C21H48FIN3O8S7

8 unconnected molecules or ions with the total composition C21H48FIN3O8S7 in a non-equilibrium geometry (ωB97M-V with the def2-TZVPD basis set, the Open Molecules 2025 dataset).

Geometry as XYZ:
```
89
C21H48FIN3O8S7 (ωB97M-V with the def2-TZVPD basis set)
N 4.6729 -0.0412 -0.9568
C 6.0564 -0.0300 -0.4926
C 6.2917 1.2927 0.2863
C 5.2150 2.1228 0.6076
C 5.5083 3.3136 1.3255
N 4.4089 4.1975 1.6327
C 4.0863 4.7200 0.5520
O 3.8416 5.1788 -0.4830
C 6.8475 3.6203 1.7300
F 7.1038 4.7155 2.4296
C 7.8413 2.7341 1.3587
I 9.8638 3.1160 1.9000
N 7.5436 1.6246 0.6468
H 4.6923 0.1197 -1.9611
H 4.2533 -0.9555 -0.8092
H 6.3039 -0.8456 0.2137
H 6.7210 -0.0314 -1.3945
H 4.1723 1.9146 0.3456
H 8.2954 1.0005 0.3628
C 7.2734 -2.0721 -5.4267
S 6.2692 -0.8282 -4.6052
O 6.5602 -0.9207 -3.1375
C 4.6837 -1.6242 -4.8584
H 8.3190 -1.7801 -5.3392
H 7.1262 -3.0419 -4.9505
H 6.9993 -2.1222 -6.4804
H 4.6923 -2.6154 -4.4097
H 4.4725 -1.6947 -5.9266
H 3.9217 -1.0175 -4.3777
C 0.4555 -2.8135 -4.3184
S 1.2830 -2.4771 -2.7548
O 2.7554 -2.5431 -3.0052
C 0.8060 -4.0154 -1.9539
H 0.6569 -1.9848 -4.9958
H 0.8384 -3.7382 -4.7526
H -0.6190 -2.8910 -4.1520
H 1.1668 -4.8647 -2.5355
H -0.2795 -4.0545 -1.8624
H 1.2546 -4.0355 -0.9623
C 0.0950 2.1017 0.8607
S 1.1723 0.6620 0.8314
O 0.6427 -0.2649 -0.2061
C 0.6720 0.0172 2.4356
H 0.2155 2.6405 -0.0785
H -0.9437 1.7873 0.9664
H 0.3756 2.7543 1.6883
H -0.4031 -0.1656 2.4426
H 0.9376 0.7333 3.2141
H 1.2026 -0.9183 2.6065
C 6.1938 0.1665 4.2975
S 6.9868 -1.0395 3.2215
O 5.9396 -1.5760 2.3071
C 7.2777 -2.2777 4.4918
H 5.8915 1.0199 3.6900
H 5.3136 -0.2750 4.7655
H 6.9010 0.4973 5.0589
H 6.3311 -2.5690 4.9473
H 7.9514 -1.8717 5.2469
H 7.7389 -3.1449 4.0226
C -3.5809 0.2186 -0.1708
S -4.5548 1.4797 0.6716
O -4.2040 1.4206 2.1188
C -6.1399 0.6593 0.4617
H -2.5319 0.5086 -0.1293
H -3.7101 -0.7437 0.3260
H -3.8950 0.1513 -1.2128
H -6.1086 -0.3313 0.9170
H -6.3713 0.5776 -0.6018
H -6.9040 1.2605 0.9523
C -10.9904 -0.9288 -1.8281
S -9.5139 -0.4608 -0.9108
O -8.4131 -0.2757 -1.9031
C -9.2653 -2.0562 -0.1215
H -11.3017 -0.0764 -2.4302
H -10.7706 -1.7737 -2.4818
H -11.7861 -1.1880 -1.1292
H -9.1539 -2.8308 -0.8812
H -10.1156 -2.2772 0.5231
H -8.3597 -2.0010 0.4799
C -11.3079 2.3773 3.5059
S -10.9922 1.5802 1.9237
O -10.2450 0.3219 2.2026
C -9.8015 2.7940 1.3314
H -12.0072 1.7581 4.0654
H -10.3775 2.4717 4.0667
H -11.7496 3.3599 3.3375
H -8.9651 2.8634 2.0284
H -10.2904 3.7636 1.2313
H -9.4393 2.4677 0.3575
```

Computed properties:
Multiplicity: 1
HOMO-LUMO gap in eV: 6.272
E_HOMO in eV: -9.91
Total charge: +1
Molar mass in g/mol: 841.00


[2]
# C21H48N4O3S2SbSiSr

A molecular structure, C21H48N4O3S2SbSiSr (ωB97M-V with the def2-TZVPD basis set, the Open Molecules 2025 dataset).

Geometry as XYZ:
```
81
C21H48N4O3S2SbSiSr (ωB97M-V with the def2-TZVPD basis set)
Sr 0.3707 0.0685 -0.0360
C -5.3088 1.9191 -0.1571
C -4.7537 0.5643 0.0570
N -5.4262 -0.5051 0.3449
N -4.4685 -1.4857 0.4303
C -3.2305 -1.0579 0.2147
S -1.7975 -1.9697 0.2097
N -3.4050 0.2654 -0.0237
N -2.3303 1.1109 -0.2950
H -6.3895 1.8695 -0.0556
H -5.0607 2.2868 -1.1527
H -4.9118 2.6270 0.5716
H -4.7314 -2.4360 0.6356
H -2.2867 1.3478 -1.2834
H -2.3983 1.9732 0.2420
C 1.0008 2.1009 3.4171
C -0.2387 2.6430 2.7286
C -0.4399 4.1115 3.0610
C -1.4709 1.8346 3.0984
O -0.0361 2.4350 1.3019
Si -0.0227 3.5007 -0.0092
S 0.4092 2.2847 -1.6386
O -1.5636 4.0787 -0.0286
C -2.0986 5.2868 -0.6358
C -1.5669 5.4195 -2.0536
C -3.6022 5.1044 -0.6435
C -1.7084 6.4865 0.2118
O 0.9912 4.7367 0.2510
C 2.3512 5.1042 -0.0757
C 2.6422 6.3401 0.7558
C 3.2787 3.9671 0.3170
C 2.4421 5.4092 -1.5603
H 0.9159 2.1870 4.5015
H 1.8870 2.6509 3.0954
H 1.1482 1.0413 3.1829
H -0.5882 4.2086 4.1380
H -1.3178 4.5157 2.5561
H 0.4272 4.7091 2.7778
H -1.6577 1.8683 4.1730
H -1.3515 0.7838 2.8157
H -2.3527 2.2367 2.5918
H -1.7788 4.5198 -2.6334
H -0.4863 5.5735 -2.0558
H -2.0300 6.2740 -2.5501
H -3.8723 4.2440 -1.2591
H -4.0978 5.9838 -1.0576
H -3.9707 4.9488 0.3732
H -0.6248 6.5761 0.2910
H -2.1252 6.4028 1.2178
H -2.1021 7.3969 -0.2448
H 2.5472 6.1170 1.8203
H 1.9409 7.1380 0.5066
H 3.6553 6.7015 0.5690
H 3.1966 3.7660 1.3888
H 4.3170 4.2285 0.0992
H 3.0262 3.0629 -0.2405
H 1.7578 6.2193 -1.8188
H 2.1907 4.5303 -2.1558
H 3.4549 5.7260 -1.8183
C 5.6539 -2.9669 -0.9765
C 5.5714 -1.9918 0.1957
Sb 3.7696 -0.8760 0.1575
C 4.1726 0.7073 1.5518
C 5.5545 1.3465 1.4221
C 4.1210 0.2884 -1.6209
C 3.3809 -0.2541 -2.8461
H 6.6158 -3.4815 -0.9820
H 5.5587 -2.4564 -1.9373
H 4.8742 -3.7283 -0.9252
H 6.3621 -1.2418 0.1594
H 5.6354 -2.5009 1.1565
H 4.0018 0.3122 2.5550
H 3.3935 1.4555 1.3752
H 6.3480 0.6523 1.7026
H 5.6433 2.2198 2.0719
H 5.7533 1.6800 0.4016
H 5.2003 0.3127 -1.7845
H 3.8086 1.3126 -1.4093
H 3.6186 -1.3005 -3.0480
H 3.6207 0.3191 -3.7430
H 2.2943 -0.1932 -2.7298
```

Computed properties:
Multiplicity: 1
HOMO-LUMO gap in eV: 8.797
E_HOMO in eV: -11.10
Total charge: +1
Relative energy (zero: lowest compared OMol25 entry of this formula, charge and spin) in kJ/mol: 0.0
Molar mass in g/mol: 706.24


[3]
# C21H48NiO19S7

A molecular structure, C21H48NiO19S7 in a non-equilibrium geometry (ωB97M-V with the def2-TZVPD basis set, the Open Molecules 2025 dataset).

Geometry as XYZ:
```
96
C21H48NiO19S7 (ωB97M-V with the def2-TZVPD basis set)
Ni -0.9573 -0.4628 -0.4152
S 0.7811 1.6124 -0.3414
O -0.2212 1.1679 0.5901
O 2.2025 1.6027 0.1070
O 0.4998 0.6107 -1.2789
O 0.4952 2.9460 -0.8618
C 4.1394 -1.7927 1.8247
C 5.0797 -1.2973 2.9261
O 6.3249 -1.6580 2.4417
C 6.2619 -2.3592 1.2543
O 7.1999 -2.9012 0.6870
O 4.9441 -2.3238 0.7902
H 3.5479 -0.9435 1.4825
H 3.4860 -2.5316 2.2885
H 4.8356 -1.7200 3.9007
H 5.0214 -0.2095 2.8906
C 3.8699 0.0166 -1.8162
C 3.9546 1.4472 -2.3761
O 4.9528 1.3103 -3.3685
C 5.1594 0.0896 -3.6589
O 5.7947 -0.2837 -4.6274
O 4.6269 -0.7016 -2.7652
H 2.8628 -0.3996 -1.7925
H 4.3477 0.1366 -0.8439
H 4.1140 2.1955 -1.5996
H 2.9193 1.6588 -2.6436
C -2.4080 3.4543 0.2042
C -2.2525 4.4584 -0.9995
O -3.4294 5.2340 -0.8672
C -4.3769 4.4648 -0.1995
O -5.5777 4.6142 -0.2244
O -3.7592 3.3743 0.3323
H -1.7798 3.7705 1.0369
H -2.0640 2.4612 -0.0847
H -2.3543 3.8501 -1.8982
H -1.3057 4.9984 -0.9881
C -4.7866 -2.2909 -1.4179
S -3.0247 -2.9039 -1.6264
O -2.1790 -2.0755 -0.5680
C -3.2480 -4.5388 -0.8436
H -4.9953 -1.2360 -1.5960
H -5.2799 -2.5706 -0.4871
H -5.4638 -2.7309 -2.1500
H -3.1904 -4.5067 0.2444
H -2.4818 -5.2858 -1.0512
H -4.1413 -5.1189 -1.0754
C -0.1481 -2.6263 3.5371
S 0.7991 -1.8844 2.1642
O -0.1778 -1.4368 1.1110
C 1.2257 -0.3682 3.1054
H -0.9263 -1.9371 3.8650
H 0.6478 -2.9464 4.2096
H -0.5593 -3.5564 3.1448
H 1.7787 -0.5607 4.0247
H 0.2751 0.0921 3.3751
H 1.8592 0.2729 2.4924
C 0.9091 6.7006 3.2595
S 0.4434 5.5489 1.9644
O 1.4795 5.5023 0.9312
C 0.6761 4.0488 2.9150
H 1.9715 6.5869 3.4753
H 0.4473 6.4628 4.2178
H 0.5615 7.7001 2.9981
H 1.7334 3.8047 3.0175
H 0.1934 3.3002 2.2866
H 0.2979 4.1067 3.9356
C 0.5592 -3.6400 -3.4226
S 1.1565 -2.9244 -1.8514
O 0.0832 -1.9146 -1.4601
C 0.8214 -4.4083 -0.7870
H -0.4272 -4.0602 -3.2262
H 1.2475 -4.4476 -3.6720
H 0.5397 -2.8832 -4.2068
H 1.1767 -4.2507 0.2313
H 1.3662 -5.2513 -1.2119
H -0.2022 -4.7821 -0.7628
C -3.0914 0.7459 3.0711
S -3.7239 -0.1410 1.5358
O -2.5986 0.2032 0.5535
C -3.2245 -1.8560 2.0890
H -3.6261 0.4611 3.9772
H -3.1980 1.8295 3.0208
H -2.0409 0.5866 3.3143
H -3.8234 -2.4129 1.3683
H -3.5482 -2.1098 3.0984
H -2.1601 -2.0818 2.0240
C -2.9609 -0.4298 -4.5468
S -2.0721 0.7854 -3.4549
O -1.8272 0.0313 -2.1795
C -0.4815 0.8463 -4.3183
H -2.8637 -0.0052 -5.5461
H -4.0030 -0.6109 -4.2833
H -2.4110 -1.3639 -4.4322
H 0.0864 -0.0543 -4.0848
H 0.1651 1.6686 -4.0121
H -0.5498 1.0279 -5.3909
```

Computed properties:
⟨S²⟩: 2.004
Multiplicity: 3
HOMO-LUMO gap (spin up / spin down) in eV: 6.954 / 6.928
E_HOMO (spin up / spin down) in eV: -7.56 / -7.54
Relative energy (zero: lowest compared OMol25 entry of this formula, charge and spin) in kJ/mol: 562.7
Molar mass in g/mol: 887.76


[4]
# C21H49Br8N6O2P2

4 unconnected molecules or ions with the total composition C21H49Br8N6O2P2 in a non-equilibrium geometry (ωB97M-V with the def2-TZVPD basis set, the Open Molecules 2025 dataset).

Geometry as XYZ:
```
88
C21H49Br8N6O2P2 (ωB97M-V with the def2-TZVPD basis set)
C 3.3383 2.3444 1.7648
C 1.8227 2.8060 1.6120
P 1.2841 3.3501 -0.1373
C 2.6293 4.4689 -0.9216
N 1.1827 1.9757 -1.2676
P 2.5765 0.9011 -1.3170
N 3.9900 1.6092 -1.3687
C -0.1185 1.3546 -1.2756
N -0.2902 0.0345 -1.1159
C -1.6373 -0.5945 -1.1329
C -2.1864 -1.0151 0.3259
O -1.1700 -1.5913 1.1649
C -0.7996 -2.8807 0.7428
C 0.5537 -3.4791 1.3547
O -1.3989 -3.5821 -0.0829
N -1.2478 2.2106 -1.4279
C -1.8196 2.4019 -2.7587
N -0.9113 2.1836 -3.9108
C -2.0407 2.5276 -0.2358
C -3.5468 3.0117 -0.4692
C -4.3644 2.8868 0.9272
C -5.9096 2.6490 0.4810
N -6.0055 1.2042 0.1202
H 3.4362 1.2319 1.5655
H 4.0880 2.8849 1.1140
H 3.6539 2.5131 2.8550
H 1.0589 2.0697 2.0509
H 1.7034 3.7538 2.2528
H 3.6618 4.2893 -0.4945
H 2.3548 5.5571 -0.6861
H 2.6056 4.2684 -2.0385
H 2.5932 -0.0533 -0.2101
H 2.4005 0.0698 -2.4883
H 4.5876 1.3393 -0.5713
H 0.5185 -0.5909 -0.9934
H -1.5152 -1.5872 -1.6916
H -2.4312 -0.0247 -1.7027
H -3.0546 -1.7393 0.1323
H -2.7003 -0.1431 0.8074
H 0.5025 -4.6109 1.5090
H 0.7620 -3.0030 2.3675
H 1.4513 -3.2575 0.6885
H -2.7578 1.7626 -2.9385
H -2.1777 3.4905 -2.8464
H -0.9343 1.2190 -4.2509
H 0.0392 2.5191 -3.7309
H -2.0603 1.7235 0.5393
H -1.5152 3.3857 0.3217
H -3.4893 4.1267 -0.7150
H -4.1221 2.4055 -1.2323
H -4.2478 3.7990 1.5877
H -4.0481 1.9166 1.4264
H -6.0245 3.2453 -0.4880
H -6.6325 2.9760 1.2952
H -6.5956 1.0588 -0.7034
H -6.2996 0.6222 0.9090
Br 0.7039 -6.4866 3.6282
C -1.1817 -6.9068 3.8889
C -2.0668 -5.9201 3.1691
Br -2.1765 -4.2292 4.1341
H -1.3539 -6.9379 4.9638
H -1.3096 -7.9080 3.4759
H -3.0927 -6.2884 3.1242
H -1.7237 -5.6880 2.1610
Br 4.5301 -0.1975 -2.0555
C 5.5086 -1.4074 -3.2731
C 6.8988 -1.7026 -2.7600
Br 8.1041 -0.2004 -3.0680
H 5.5015 -0.9355 -4.2554
H 4.9139 -2.3255 -3.3106
H 7.3403 -2.5372 -3.3060
H 6.9293 -1.9180 -1.6917
Br 6.8707 3.3580 -0.7069
C 6.8538 4.4388 -2.3303
C 7.1368 3.6012 -3.5537
Br 9.0327 3.1810 -3.6929
H 7.5751 5.2413 -2.1824
H 5.8495 4.8627 -2.3789
H 6.8995 4.1569 -4.4619
H 6.5995 2.6527 -3.5629
Br -5.3250 -7.0474 4.2805
C -6.0573 -5.3473 3.6696
C -7.1082 -4.8311 4.6202
Br -8.7925 -5.7849 4.3981
H -6.4313 -5.5071 2.6592
H -5.2042 -4.6672 3.6339
H -7.3417 -3.7878 4.4043
H -6.8249 -4.9257 5.6677
```

Computed properties:
Multiplicity: 1
HOMO-LUMO gap in eV: 6.265
E_HOMO in eV: -9.94
Total charge: +1
Molar mass in g/mol: 1118.84


[5]
# C21H49FN6O8P2

3 unconnected molecules or ions with the total composition C21H49FN6O8P2 in a non-equilibrium geometry (ωB97M-V with the def2-TZVPD basis set, the Open Molecules 2025 dataset).

Geometry as XYZ:
```
87
C21H49FN6O8P2 (ωB97M-V with the def2-TZVPD basis set)
C -1.0793 1.5289 -0.1293
O -1.1181 0.1024 0.0639
C 0.0294 -0.5510 -0.5116
C -0.1453 -2.1280 -0.7015
N -0.6471 -2.9139 0.4425
C -1.9600 -2.9993 0.5037
C -2.8330 -2.0816 1.5080
C -2.8432 -4.0514 -0.3483
C -0.5128 -2.5735 -2.2118
P -1.8866 -1.6887 -3.1646
N -1.4042 -1.6355 -4.6989
O -2.1836 -0.0858 -2.6986
O -3.3687 -2.5752 -3.2012
N 0.7323 -2.2402 -3.0053
C 1.9345 -2.0723 -2.1518
O 3.0276 -1.6182 -2.5071
C 1.4057 -2.6255 -0.7549
F 1.2719 -4.0489 -0.9742
P 2.4656 -2.5187 0.8091
N 2.2728 -3.8697 1.6421
H -0.6433 1.8548 -1.1263
H -2.1637 1.9070 -0.1067
H -0.4871 1.9801 0.7346
H 0.1591 -0.1021 -1.5676
H 0.9416 -0.2393 0.0897
H -2.1018 -1.3954 2.0596
H -3.6596 -1.5266 0.9697
H -3.2241 -2.8114 2.3091
H -3.7678 -3.5805 -0.8052
H -2.1576 -4.5751 -1.0821
H -3.2263 -4.8100 0.4284
H -0.7349 -3.6728 -2.4127
H -1.3559 -0.6613 -5.0227
H -3.1402 0.1203 -2.6425
H -3.1259 -3.5238 -3.2928
H 0.8460 -2.9215 -3.7757
H 2.0622 -1.3745 1.5973
H 3.8367 -2.3608 0.3631
H 3.1843 -4.3412 1.7061
C 4.0252 0.2340 3.2471
O 3.8260 -1.1429 3.5267
C 5.0221 -1.9177 3.4056
C 5.4686 -2.4333 4.7702
N 5.9667 -1.3415 5.6074
C 6.1749 -1.7226 7.0058
C 4.9367 -2.1253 7.8202
O 4.0234 -1.0594 8.0490
C 3.0807 -0.8493 7.0074
H 3.0471 0.7199 3.2325
H 4.6298 0.7068 4.0256
H 4.4976 0.3730 2.2707
H 5.8210 -1.3630 2.9013
H 4.7723 -2.7773 2.7735
H 6.2614 -3.1737 4.6334
H 4.6094 -2.9285 5.2348
H 5.3031 -0.5766 5.5824
H 6.6316 -0.8586 7.4985
H 6.9120 -2.5318 7.0478
H 5.2893 -2.4297 8.8112
H 4.4231 -2.9997 7.4045
H 2.8166 -1.7799 6.4954
H 3.4622 -0.1159 6.2955
H 2.1739 -0.4353 7.4530
C -6.4667 4.7501 -3.9478
O -5.4310 5.5967 -4.4201
C -4.6637 6.1868 -3.3688
C -3.2414 5.6336 -3.3656
N -3.2216 4.2368 -2.9301
C -1.9329 3.5737 -3.1419
C -1.4602 3.3952 -4.5919
O -2.2610 2.5010 -5.3543
C -3.4015 3.0919 -5.9607
H -7.0765 4.4543 -4.8035
H -6.0540 3.8453 -3.4927
H -7.1045 5.2722 -3.2300
H -5.1458 6.0679 -2.3923
H -4.6196 7.2608 -3.5821
H -2.6243 6.2312 -2.6892
H -2.8428 5.7378 -4.3803
H -3.9307 3.7222 -3.4388
H -2.0190 2.5788 -2.6948
H -1.1613 4.1057 -2.5741
H -0.4653 2.9393 -4.5515
H -1.3300 4.3495 -5.1151
H -3.2299 4.1386 -6.2308
H -4.2673 3.0037 -5.3028
H -3.6233 2.5355 -6.8735
```

Computed properties:
Multiplicity: 1
HOMO-LUMO gap in eV: 8.058
E_HOMO in eV: -8.23
Structure (SMILES): COC[C@@]1(N=C(C)C)[C@@H](P(=N)(O)O)NC(=O)[C@@]1(F)[PH2]=N.COCCNCCOC.COCCNCCOC
Molar mass in g/mol: 594.60


- The highest molar mass belongs to which entry?
  C21H49Br8N6O2P2